30
Properties=species:S:1:pos:R:3:nbo_charge:R:1 method="wB97M-V/def2-TZVPD" multiplicity=5 s_squared=6.03 max_force_ev_per_a=5.6 e_above_lowest_kcal_mol=0.0 charge=+3 total_energy_ha=-1951.10040 gap_ev="7.66 / 4.71"
I 4.23 -0.55 -1.94 0.506
I 2.55 -0.42 -3.82 0.502
Ru -0.57 -0.55 0.47 0.646
Cl -2.45 -1.16 1.71 0.004
P -0.29 -2.55 -0.33 1.099
O 1.33 1.23 -0.90 -0.402
N -0.84 1.38 1.28 -0.553
N -0.21 3.76 1.13 -0.348
C 1.01 -3.04 -1.49 -0.951
C -0.48 2.50 1.14 0.681
C 0.74 0.31 -0.49 0.554
C 1.15 4.25 0.90 -0.417
C -0.07 -3.69 1.09 -0.914
C -1.33 4.70 1.15 -0.416
C -1.81 -3.17 -1.09 -0.941
H 1.17 5.35 0.99 0.270
H -0.80 -3.39 1.86 0.269
H -0.28 -4.72 0.75 0.293
H 0.90 -2.46 -2.42 0.236
H 1.99 -2.79 -1.05 0.244
H -1.90 4.68 0.22 0.243
H -2.02 4.44 1.97 0.253
H -0.92 5.69 1.30 0.258
H -1.77 -4.28 -1.13 0.296
H 1.47 3.99 -0.13 0.226
H 0.96 -4.12 -1.70 0.303
H -2.66 -2.85 -0.46 0.280
H -1.90 -2.75 -2.09 0.270
H 1.84 3.79 1.61 0.243
H 0.95 -3.59 1.46 0.267

***

81
Properties=species:S:1:pos:R:3:lowdin_charge:R:1 method="wB97M-V/def2-TZVPD" multiplicity=1 max_force_ev_per_a=1.8 e_above_lowest_kcal_mol=13.6 charge=-1 total_energy_ha=-19430.00301 gap_ev=5.19
Cl -5.62 3.98 -3.71 0.511
Cl 2.94 6.23 5.18 0.474
Cl -4.56 2.81 3.39 0.536
Cl -1.93 -10.78 5.16 0.511
Cl -2.21 -8.49 3.43 0.520
Cl -2.51 -1.67 -3.91 0.655
Cl -4.31 -9.15 5.29 0.516
Cl -3.80 4.49 1.18 0.517
Cl 5.70 9.09 3.46 0.526
Cl -4.13 -0.57 -9.12 0.504
Cl 2.33 1.75 1.23 0.540
Cl 1.78 4.87 7.44 0.530
Cl -2.98 0.97 -11.28 0.514
Cl 2.15 2.84 3.90 0.486
Cl 3.12 6.63 -0.60 0.503
Cl -4.92 2.17 -9.52 0.514
Cl -1.80 -8.12 6.27 0.509
Cl -3.53 -2.93 -6.30 0.509
Cl -5.75 0.15 -11.41 0.508
Cl -3.42 -0.05 -6.12 0.422
Cl 5.13 6.28 3.11 0.491
Cl -5.84 1.11 -3.78 0.535
Cl 0.86 7.51 6.72 0.528
Cl -0.60 -3.91 6.29 0.504
Cl 4.21 7.96 -2.91 0.512
Cl 5.83 7.89 0.84 0.505
Cl 1.51 6.93 -2.97 0.531
Cl -3.24 2.37 -3.98 0.525
Cl 0.24 5.25 5.03 0.465
Cl -1.91 3.93 3.28 0.496
Cl -4.68 2.40 -1.48 0.548
Cl -1.41 -5.43 3.97 0.505
Cl 1.59 0.05 3.44 0.532
Cl 2.15 9.23 -1.35 0.516
Cl 4.29 1.02 3.22 0.534
Cl -4.17 5.64 3.80 0.517
Cl 1.04 -3.93 3.91 0.545
Cl 7.84 7.26 2.81 0.527
Cl -0.97 -1.57 -6.35 0.516
Cl -1.50 -2.56 3.89 0.544
O -1.93 -2.69 -1.34 -0.125
O -0.85 -4.58 -0.45 -0.066
O -2.45 0.24 -0.19 -0.058
O -1.37 -0.01 -1.06 -0.167
C -2.56 -9.13 5.04 -2.051
C 6.13 7.63 2.55 -2.041
C 3.75 -1.91 -0.75 -0.242
C 1.13 -3.42 0.32 -0.157
C -0.39 -3.53 0.32 -0.335
C 4.26 -1.87 0.71 -0.109
C -4.84 2.46 -3.25 -2.027
C -0.62 -3.96 4.51 -2.037
C -3.61 4.22 2.91 -2.045
C 2.74 7.68 -1.96 -2.060
C -4.44 0.68 -10.33 -2.052
C -2.60 -1.56 -5.65 -2.015
C 1.45 5.97 6.10 -2.036
C 1.74 -3.46 -1.08 -0.209
C 2.59 1.42 2.95 -2.047
C -0.52 -0.94 -0.39 -0.132
C -1.21 -2.30 -0.23 -0.310
C 3.25 -3.32 -1.12 -0.213
B -1.50 -4.07 -1.71 -0.610
H -2.31 -4.78 -2.26 0.048
H 3.73 -4.07 -0.49 0.104
H 4.14 -0.88 1.14 0.006
H -0.54 -3.95 -2.51 0.055
H 4.50 -1.56 -1.45 0.093
H 1.50 -4.33 0.82 0.106
H -1.95 -2.13 0.57 0.126
H -0.72 -3.59 1.36 0.080
H -0.28 -0.50 0.58 0.111
H 1.25 -2.72 -1.70 0.097
H 5.32 -2.09 0.70 0.067
H 2.89 -1.24 -0.86 0.087
H 1.43 -4.41 -1.51 0.106
H 1.48 -2.58 0.93 0.093
H 0.34 -0.98 -1.04 0.116
H 3.55 -3.49 -2.15 0.099
H -3.09 0.70 -0.75 0.012
H 3.71 -2.61 1.27 0.056